(a)
{"formula": "CH2F2N2", "method": "ωB97M-V/def2-TZVPD", "e_homo_ev": [-10.8, -10.8], "orbital_gap_ha": [0.367, 0.366], "symbols": ["C", "N", "N", "F", "F", "H", "H"], "positions_angstrom": [[-0.343, 0.326, -1.177], [-0.174, -0.114, -0.044], [0.524, -0.380, 2.564], [-0.983, -0.249, -2.203], [0.109, 1.483, -1.580], [-0.569, -1.012, 0.198], [1.437, -0.055, 2.242]], "nbo_charge": [0.9512, -0.7260, -0.2356, -0.3154, -0.2892, 0.3928, 0.2222]}



(b)
{"formula": "CH2F2N2", "method": "ωB97M-V/def2-TZVPD", "e_homo_ev": [-8.1, -9.4], "orbital_gap_ha": [0.297, 0.353], "symbols": ["C", "N", "N", "F", "F", "H", "H"], "positions_angstrom": [[0.917, 0.240, 0.113], [1.411, -0.494, 0.918], [-1.158, -0.211, -0.905], [-1.497, 1.061, -1.295], [-1.883, -0.389, 0.260], [1.171, 1.149, -0.381], [1.039, -1.355, 1.289]], "nbo_charge": [0.2768, -0.5953, 0.2462, -0.2614, -0.2698, 0.1952, 0.4083]}



Stability order, top to bottom: (a), (b)



(a)
{"formula": "CH2F2N2", "method": "ωB97M-V/def2-TZVPD", "e_homo_ev": -10.2, "smiles": "N/C(F)=N/F", "orbital_gap_ha": 0.390, "symbols": ["C", "N", "N", "F", "F", "H", "H"], "positions_angstrom": [[0.058, 0.057, -0.193], [1.039, -0.633, -0.562], [-0.610, -0.002, 0.925], [-0.417, 1.373, -0.988], [1.605, -0.622, -1.849], [-0.177, -0.759, 1.479], [-1.498, 0.587, 1.188]], "nbo_charge": [0.7464, -0.1807, -0.8437, -0.4275, -0.1942, 0.4312, 0.4684]}



(b)
{"formula": "CH2F2N2", "method": "ωB97M-V/def2-TZVPD", "e_homo_ev": [-9.1, -8.1], "orbital_gap_ha": [0.341, 0.309], "symbols": ["C", "N", "N", "F", "F", "H", "H"], "positions_angstrom": [[-1.011, -0.561, 0.138], [1.071, 1.063, -0.173], [1.354, 2.074, -0.683], [-0.231, -1.152, 1.059], [-0.770, -1.142, -1.081], [-2.100, -0.445, 0.494], [1.688, 0.163, 0.246]], "nbo_charge": [0.5423, -0.3118, 0.0016, -0.3504, -0.3495, 0.1348, 0.3331]}



Stability order, top to bottom: (a), (b)



(a)
{"formula": "C2H7N2OS", "method": "ωB97M-V/def2-TZVPD", "e_homo_ev": -13.8, "charge": 1, "orbital_gap_ha": 0.338, "symbols": ["C", "C", "N", "N", "O", "S", "H", "H", "H", "H", "H", "H", "H"], "positions_angstrom": [[-0.963, 0.121, 1.129], [-0.510, 1.522, -0.683], [1.054, -1.507, -0.494], [-0.765, 0.281, -0.104], [-1.015, -0.828, 2.005], [-0.500, 0.737, 2.659], [0.222, 2.130, -0.185], [-0.322, 1.413, -1.704], [-1.438, 2.143, -0.622], [0.991, -2.436, -0.008], [0.792, -1.742, -1.494], [2.028, -1.008, -0.354], [0.425, -0.826, -0.145]], "nbo_charge": [0.4631, -0.4470, -0.8950, -0.5472, -0.5004, 0.4498, 0.2056, 0.2188, 0.2370, 0.4569, 0.4603, 0.4630, 0.4353]}



(b)
{"formula": "C2H7N2OS", "method": "ωB97M-V/def2-TZVPD", "e_homo_ev": -14.0, "charge": 1, "orbital_gap_ha": 0.375, "symbols": ["C", "C", "N", "N", "O", "S", "H", "H", "H", "H", "H", "H", "H"], "positions_angstrom": [[2.107, -0.086, -0.014], [-2.606, -0.047, -0.444], [2.233, -0.733, -0.998], [2.342, 0.869, 0.715], [-0.011, 0.410, 0.059], [-0.975, -0.682, 0.139], [-2.839, -0.548, -1.326], [-2.426, 0.931, -0.713], [-3.415, -0.238, 0.257], [2.112, -1.693, -1.098], [-1.435, -0.598, 1.342], [3.311, 0.955, 0.975], [1.602, 1.460, 1.106]], "nbo_charge": [0.7819, -0.7775, -0.5119, -0.7306, -1.0224, 1.1109, 0.2382, 0.2507, 0.2537, 0.4321, 0.0349, 0.4546, 0.4854]}



Stability order, top to bottom: (b), (a)



(a)
{"formula": "C3H6OS", "method": "ωB97M-V/def2-TZVPD", "e_homo_ev": 1.1, "smiles": "[O-]CCC[S-]", "charge": -2, "orbital_gap_ha": 0.194, "symbols": ["C", "O", "C", "C", "S", "H", "H", "H", "H", "H", "H"], "positions_angstrom": [[-1.453, 1.106, -0.721], [-1.422, 1.747, -1.888], [0.070, 0.614, -0.335], [0.123, -0.238, 0.869], [1.385, -1.598, 0.948], [-2.023, 1.601, 0.152], [-2.108, 0.067, -0.704], [0.823, 1.435, -0.150], [0.273, -0.037, -1.207], [-0.734, -0.644, 1.233], [0.532, 0.278, 1.733]], "nbo_charge": [0.0369, -0.9717, -0.4603, -0.5068, -0.8453, 0.0400, 0.0069, 0.1682, 0.1979, 0.1689, 0.1652]}



(b)
{"formula": "C3H6OS", "method": "ωB97M-V/def2-TZVPD", "e_homo_ev": 1.2, "smiles": "[O-]CCC[S-]", "charge": -2, "orbital_gap_ha": 0.188, "symbols": ["C", "O", "C", "C", "S", "H", "H", "H", "H", "H", "H"], "positions_angstrom": [[-0.040, -1.826, -0.828], [-0.901, -2.359, -1.725], [-0.547, -0.379, -0.179], [0.666, 0.394, 0.262], [0.327, 2.065, 1.197], [0.009, -2.427, 0.125], [0.932, -1.613, -1.303], [-1.401, -0.531, 0.495], [-1.104, 0.058, -1.011], [1.261, 0.474, -0.652], [1.172, -0.095, 1.098]], "nbo_charge": [-0.0018, -1.0006, -0.4685, -0.4835, -0.8645, 0.0523, 0.0733, 0.1704, 0.1770, 0.1697, 0.1761]}



Stability order, top to bottom: (b), (a)



(a)
{"formula": "C9H7N3", "method": "ωB97M-V/def2-TZVPD", "e_homo_ev": -8.9, "smiles": "C#CC#Cc1cc(C)[nH]n1.C#N", "orbital_gap_ha": 0.344, "symbols": ["C", "C", "C", "C", "C", "C", "C", "C", "C", "N", "N", "N", "H", "H", "H", "H", "H", "H", "H"], "positions_angstrom": [[1.558, 3.967, 2.485], [1.158, 2.975, 1.675], [0.844, 0.125, -0.258], [0.123, 1.219, 0.119], [-0.020, -0.865, -0.684], [1.900, 4.620, 3.421], [-3.054, 2.761, 0.450], [0.590, 2.362, 0.804], [0.248, -2.192, -1.082], [-1.157, 1.028, -0.005], [-4.005, 2.366, -0.028], [-1.265, -0.238, -0.447], [1.884, 0.026, -0.143], [1.882, 5.299, 4.204], [-2.239, 3.425, 0.765], [-0.492, -2.971, -0.874], [0.278, -2.405, -2.101], [1.303, -2.484, -0.815], [-2.121, -0.624, -0.671]], "nbo_charge": [-0.0916, -0.0587, -0.2915, 0.0174, 0.1485, -0.1452, 0.1080, 0.0649, -0.6712, -0.2206, -0.3620, -0.3111, 0.2247, 0.2293, 0.2378, 0.2382, 0.2380, 0.2427, 0.4024]}



(b)
{"formula": "C9H7N3", "method": "ωB97M-V/def2-TZVPD", "e_homo_ev": [-8.4, -7.7], "orbital_gap_ha": [0.273, 0.256], "symbols": ["C", "C", "C", "C", "C", "C", "C", "C", "C", "N", "N", "N", "H", "H", "H", "H", "H", "H", "H"], "positions_angstrom": [[-2.932, 0.872, -0.711], [2.312, 0.223, -0.762], [2.243, 1.439, -0.009], [1.213, -0.539, -0.957], [1.084, 1.881, 0.511], [-1.210, -0.834, -0.535], [-0.049, -0.145, -0.411], [-0.141, 1.110, 0.380], [-2.444, -0.260, -0.022], [-3.351, 1.754, -1.318], [-1.213, 1.448, 0.947], [-3.266, -0.930, 0.829], [3.264, -0.070, -1.179], [3.151, 2.011, 0.124], [1.263, -1.455, -1.529], [1.018, 2.792, 1.085], [-1.254, -1.805, -1.003], [-4.058, -0.411, 1.178], [-2.828, -1.540, 1.502]], "nbo_charge": [0.2255, -0.1833, -0.2210, -0.1977, -0.1692, -0.2265, -0.0360, 0.0599, 0.1855, -0.2858, -0.3276, -0.7403, 0.2173, 0.2179, 0.2150, 0.2254, 0.2335, 0.4060, 0.4015]}



Stability order, top to bottom: (b), (a)



(a)
{"formula": "C4H19F4N3O13PbS4", "method": "ωB97M-V/def2-TZVPD", "e_homo_ev": -10.2, "orbital_gap_ha": 0.355, "symbols": ["Pb", "N", "S", "O", "O", "F", "S", "O", "O", "F", "N", "S", "O", "O", "F", "S", "O", "O", "F", "O", "H", "H", "O", "H", "H", "O", "H", "H", "O", "H", "H", "C", "C", "C", "O", "C", "N", "H", "H", "H", "H", "H", "H", "H", "H", "H", "H", "H"], "positions_angstrom": [[-0.923, -1.503, 0.071], [-0.568, -1.249, -2.481], [0.596, -1.486, -3.509], [0.960, -0.409, -4.407], [0.642, -2.829, -4.034], [1.845, -1.477, -2.483], [-1.799, -1.026, -3.658], [-2.063, -2.080, -4.593], [-1.906, 0.337, -4.094], [-3.001, -1.073, -2.612], [-1.188, -1.331, 2.592], [-0.407, -0.115, 3.540], [0.990, 0.079, 3.283], [-0.974, 0.074, 4.837], [-1.078, 1.032, 2.634], [-1.044, -2.479, 3.629], [-2.060, -2.619, 4.617], [0.291, -2.840, 4.006], [-1.458, -3.712, 2.649], [-2.829, 0.225, 0.449], [-2.719, 0.751, 1.256], [-3.620, 0.577, 0.018], [1.554, -1.124, 0.663], [1.897, -1.208, 1.569], [2.336, -1.085, 0.094], [0.522, -3.766, 0.206], [0.539, -4.466, -0.460], [1.279, -3.947, 0.778], [-2.502, -3.425, 0.001], [-2.851, -4.015, 0.688], [-2.487, -3.958, -0.808], [1.290, 2.558, -1.980], [1.069, 1.936, -0.586], [1.065, 3.007, 0.473], [2.316, 3.677, 0.338], [2.474, 4.721, 1.263], [-0.158, 1.114, -0.568], [0.842, 3.544, -2.132], [0.861, 1.956, -2.786], [2.347, 2.667, -2.220], [1.922, 1.283, -0.391], [1.059, 2.610, 1.490], [0.238, 3.710, 0.322], [2.775, 4.381, 2.263], [1.550, 5.305, 1.265], [3.314, 5.374, 1.013], [-0.018, 0.554, -1.401], [-0.921, 1.749, -0.804]], "nbo_charge": [1.6022, -1.2442, 2.4344, -0.8788, -0.9000, -0.5220, 2.4170, -0.8449, -0.8821, -0.5058, -1.2233, 2.4269, -0.8885, -0.8372, -0.5165, 2.4591, -0.8840, -0.9130, -0.5348, -0.9702, 0.5105, 0.5052, -0.9759, 0.5180, 0.5077, -0.9589, 0.4975, 0.5026, -0.9718, 0.5191, 0.5028, -0.6396, -0.0707, -0.0622, -0.5463, -0.2496, -0.8657, 0.2098, 0.2237, 0.2303, 0.1922, 0.1853, 0.1595, 0.1692, 0.1665, 0.1936, 0.3826, 0.3704]}



(b)
{"formula": "C4H19F4N3O13PbS4", "method": "ωB97M-V/def2-TZVPD", "e_homo_ev": -10.3, "orbital_gap_ha": 0.359, "symbols": ["Pb", "N", "S", "O", "O", "F", "S", "O", "O", "F", "N", "S", "O", "O", "F", "S", "O", "O", "F", "O", "H", "H", "O", "H", "H", "O", "H", "H", "O", "H", "H", "C", "C", "C", "O", "C", "N", "H", "H", "H", "H", "H", "H", "H", "H", "H", "H", "H"], "positions_angstrom": [[-6.349, -8.848, 12.353], [-6.702, -8.690, 10.004], [-6.503, -9.662, 8.836], [-5.099, -9.954, 8.456], [-7.571, -9.604, 7.765], [-6.931, -10.912, 9.722], [-6.417, -7.301, 9.042], [-7.547, -6.761, 8.344], [-5.088, -7.064, 8.573], [-6.498, -6.346, 10.314], [-6.619, -9.298, 14.734], [-7.715, -8.706, 15.984], [-7.732, -7.279, 16.112], [-7.882, -9.487, 17.203], [-9.091, -8.965, 15.163], [-5.531, -9.674, 15.730], [-5.621, -11.068, 16.123], [-4.961, -8.688, 16.655], [-4.347, -9.608, 14.562], [-4.484, -10.537, 11.985], [-3.700, -10.710, 11.465], [-4.832, -11.405, 12.191], [-6.353, -6.368, 13.501], [-7.009, -6.085, 14.138], [-5.871, -5.570, 13.283], [-7.754, -10.898, 12.875], [-7.866, -11.828, 13.075], [-7.395, -10.522, 13.678], [-8.715, -7.961, 12.486], [-9.581, -8.249, 12.776], [-8.885, -7.452, 11.693], [-2.490, -6.925, 13.682], [-2.754, -7.160, 12.212], [-1.946, -8.280, 11.505], [-2.126, -8.198, 10.123], [-1.476, -9.260, 9.336], [-4.165, -7.486, 11.935], [-1.449, -6.634, 13.820], [-2.549, -7.848, 14.258], [-3.131, -6.218, 14.208], [-2.362, -6.290, 11.686], [-2.106, -9.292, 11.878], [-0.898, -8.049, 11.698], [-1.751, -10.199, 9.816], [-0.399, -9.148, 9.211], [-1.805, -9.449, 8.314], [-4.073, -7.846, 10.996], [-4.555, -6.563, 11.808]], "nbo_charge": [1.5636, -1.2243, 2.3818, -0.8821, -0.8500, -0.5015, 2.3918, -0.8527, -0.8469, -0.5287, -1.2418, 2.3881, -0.8868, -0.8236, -0.5014, 2.4267, -0.8804, -0.8580, -0.5319, -0.9481, 0.5052, 0.4977, -0.9513, 0.5095, 0.4866, -0.9655, 0.5030, 0.4882, -0.9563, 0.5106, 0.5018, -0.6287, -0.0626, -0.0595, -0.5577, -0.2519, -0.8760, 0.2165, 0.2290, 0.2242, 0.1915, 0.1548, 0.1721, 0.1574, 0.1821, 0.2183, 0.3937, 0.3736]}



Stability order, top to bottom: (a), (b)